# 1
Density functional theory data (wB97M-V/def2-TZVPD) for C6H5Br in the gas phase.

Structure (XYZ):
```
12
Properties=species:S:1:pos:R:3
C 0.018 -0.627 1.389
C 0.938 0.105 0.627
C -1.124 -1.200 0.767
C -1.110 -1.468 -0.558
C 0.850 0.649 -0.565
C 0.979 1.643 -1.427
Br -2.747 -1.281 -1.431
H 0.207 -0.702 2.409
H 1.930 0.105 1.132
H -2.010 -1.408 1.284
H 1.259 1.571 -2.468
H 0.810 2.613 -1.158
```

Its net charge is 0. The value obtained for the energy above the lowest of the compared OMol25 structures with the same formula, charge and spin is 5.852 eV. For the HOMO-LUMO gap (spin up / spin down), the calculation gives 7.12 / 6.76 eV. Its LUMO energy (spin up / spin down) is -0.0421 / -0.0422 hartree.

---

# 2
Density functional theory data (wB97M-V/def2-TZVPD) for a gas-phase ion, C6H5BrClIN3 (charge +1).

Structure (XYZ):
```
17
Properties=species:S:1:pos:R:3
C 1.786 2.149 0.188
C 2.500 1.029 -0.175
C 0.425 0.389 0.183
C -0.778 -0.496 0.289
C -0.675 -1.723 -0.295
C 0.543 -2.030 -1.161
N 1.647 0.001 -0.216
N 0.511 1.750 0.441
N 1.833 -1.625 -0.615
Cl 0.601 -1.087 -2.671
Br 2.381 -2.518 0.927
I 4.540 0.769 -0.244
H 2.331 3.104 0.281
H -1.528 -0.023 0.920
H -1.405 -2.520 -0.380
H 0.667 -3.159 -1.193
H -0.125 2.529 0.481
```

Its net charge is +1. For the HOMO-LUMO gap, the calculation gives 8.30 eV. Its LUMO energy is -0.1620 hartree.

---

What did we get for largest force on an atom? Answer: 3.6, 4.3 eV/A, in the order shown.